Here is an isolated molecule of C25H24O5 at a distorted geometry from the Open Molecules 2025 dataset. Energies are from the ωB97M-V functional and the def2-TZVPD basis.

The geometry in ORCA input format:
```
! RIJCOSX wB97M-V def2-TZVPD def2/J DEFGRID3
* xyz 0 1
C 4.92936 -2.21092 -1.56314
C 3.61521 -2.23466 -0.84087
C 3.52325 -1.94106 0.45017
C 2.25339 -1.96739 1.25268
C 1.24503 -0.92161 0.84298
C -0.10841 -1.25185 0.79140
C -1.07775 -0.27854 0.42991
C -0.64389 1.01325 0.09953
C 0.70727 1.35562 0.14259
C 1.64132 0.38680 0.54123
O 2.94648 0.65611 0.65564
C 3.50006 1.95229 0.37141
C 2.49201 2.94705 -0.12930
C 1.19526 2.67055 -0.21784
H 0.47760 3.39560 -0.56787
H 2.89310 3.90971 -0.40354
C 4.11724 2.46122 1.68331
H 4.62653 3.40704 1.52114
H 4.82848 1.73072 2.05922
H 3.33589 2.60310 2.42669
C 4.59193 1.73038 -0.68426
H 5.28645 0.97287 -0.33241
H 4.14146 1.38364 -1.61136
H 5.13132 2.65410 -0.87324
O -1.52552 1.98016 -0.26140
C -2.82700 1.68851 -0.26871
C -3.37533 0.49210 0.03743
C -2.49005 -0.61476 0.40703
O -2.90447 -1.75073 0.67145
C -4.83035 0.29760 -0.00660
C -5.47567 -0.46209 0.96470
C -6.84540 -0.63450 0.92909
C -7.59999 -0.05267 -0.08207
C -6.96217 0.70260 -1.06244
C -5.59501 0.87257 -1.02155
H -5.10847 1.44146 -1.80004
H -7.55742 1.14101 -1.84731
O -8.95009 -0.19462 -0.15481
H -9.25978 -0.75172 0.56971
H -7.33481 -1.22619 1.69163
H -4.90465 -0.92069 1.75533
H -3.42412 2.54932 -0.53802
O -0.48565 -2.49652 1.09362
H -1.47853 -2.53144 1.00106
H 2.49688 -1.81502 2.30695
H 1.76956 -2.94206 1.15814
H 4.41712 -1.66623 0.99154
C 2.43181 -2.64260 -1.67096
H 2.65300 -2.54499 -2.73120
H 1.56016 -2.03639 -1.43745
H 2.17499 -3.68383 -1.47218
H 5.74772 -1.97817 -0.88634
H 4.91211 -1.46426 -2.35740
H 5.12255 -3.17989 -2.02328
*
```

Properties
Highest occupied orbital energy, hartree: -0.283
SMILES string: CC(C)=CCc1c2c(c3occ(-c4ccc(O)cc4)c(=O)c3c1O)C=CC(C)(C)O2
F_max, Eh/bohr: 0.020
Relative energy (zero: lowest compared OMol25 entry of this formula, charge and spin), eV: 0.131